Entry 1:
C17H14BrCoNO3S | wB97M-V/def2-TZVPD

The geometry in XYZ format:
```
38
Properties=species:S:1:pos:R:3
Br 1.25295 -2.47490 -0.51265
Co -0.29246 -1.27655 -1.74685
S 0.94613 1.07714 1.48937
O 1.14466 2.46186 1.10125
O 2.13237 0.25170 1.60788
O -2.31166 -0.68944 0.99895
N -0.26379 0.35653 0.65125
C -1.44126 -0.21402 -3.15742
C -1.98291 -1.98089 -1.74539
C 0.47799 1.41355 4.27585
C 1.76427 1.56526 -1.99103
C -1.66075 0.64772 5.15700
C 2.22178 -0.40710 -3.14184
C -0.40907 1.24309 5.36183
C -0.91606 -1.38770 -3.74608
C -1.15605 0.38890 2.82584
C -2.08535 -0.54316 -1.93532
C 0.05835 0.99340 3.02510
C 1.45585 0.81629 -3.18207
C -1.24044 -2.50618 -2.89924
C 3.05235 -0.35792 -1.96958
C 2.76630 0.84489 -1.27328
C -2.04349 0.20247 3.88354
C -1.33376 -0.04187 1.41135
H -0.11733 1.56965 6.35470
H -3.01251 -0.27701 3.67285
H 2.11769 -1.23498 -3.82732
H 3.76791 -1.13781 -1.69644
H -0.86352 -3.52351 -3.03717
H 0.72460 1.06453 -3.92418
H -2.35301 0.53156 5.98617
H 1.26415 2.48304 -1.70668
H -0.35702 -1.42622 -4.67970
H -2.49645 0.19116 -1.23872
H -1.37513 0.81254 -3.56369
H 1.47355 1.84912 4.39951
H -2.23770 -2.50858 -0.81847
H 3.32884 1.22342 -0.40934
```

## Properties
2S+1: 4
Kohn-Sham gap (spin up / spin down): 4.60 / 4.57 eV
Highest occupied orbital energy (spin up / spin down): 0.16 / 0.18 eV
Total charge: -2
LUMO (spin up / spin down): 4.756 / 4.755 eV



Entry 2:
C3H2INO2 | wB97M-V/def2-TZVPD

The geometry in XYZ format:
```
9
Properties=species:S:1:pos:R:3
I -2.75959 0.10195 -0.69948
O -0.40373 -1.84844 0.82483
O -0.14079 2.29127 1.12307
N 1.68605 -0.82950 0.26353
C -0.28614 1.45634 0.32635
C -0.67043 0.56737 -0.52487
C 0.58031 -1.29458 0.51190
H 1.97395 -0.51863 -0.59346
H 0.02038 0.07423 -1.23187
```

## Properties
Structure (SMILES): O=C=CI.N=C=O
Kohn-Sham gap: 8.21 eV
ΔE to the lowest compared entry with this formula, charge and spin: 106.5 kJ/mol
Highest occupied orbital energy: -9.08 eV
Total charge: 0
LUMO: -0.879 eV



Entry 3:
C16H29O11S | wB97M-V/def2-TZVPD

The geometry in XYZ format:
```
57
Properties=species:S:1:pos:R:3
S 4.23137 2.27910 -0.39042
O -1.44030 2.03682 2.01073
O -4.72274 -0.10053 0.38267
O 0.68724 1.35910 -2.44828
O -3.26116 3.41524 2.17119
O 6.62739 -3.87592 0.46495
O 7.29213 -1.91235 1.43645
O 5.08899 -2.53445 1.42040
O -4.19247 -1.45261 -1.34063
O -4.87634 0.69162 -1.75980
O -2.76432 2.45957 0.19156
O 3.26724 2.86584 -1.67111
C 3.13756 -3.95691 1.41201
C 5.41750 -4.60845 0.55072
C -4.25594 3.63604 -1.29926
C -3.98665 -3.58804 -0.23197
C -4.05757 3.03192 0.07669
C -2.40141 2.58723 1.50389
C 6.41574 -2.70253 1.13459
C -4.05878 4.04320 1.18264
C 4.55852 0.46157 -0.86056
C -3.76227 -2.09128 -0.14886
C 0.81657 2.08027 -1.14168
C -4.62038 -0.20569 -0.97692
C 1.93146 3.28488 -1.21929
C -4.59822 -1.41560 0.89538
C 4.39179 -3.52349 0.67947
C 0.99320 1.05898 0.13191
H 5.27044 -5.21795 -0.34518
H 4.66375 0.46611 -2.04303
H -0.23654 2.62032 -0.98504
H 3.37727 -4.36570 2.39943
H -5.06354 4.24193 1.56566
H 5.50436 2.86983 -0.42694
H 3.61215 -0.14086 -0.52488
H -4.11322 -1.40398 1.87538
H -5.60186 -1.84338 0.99837
H 1.91530 3.87587 -0.20693
H -5.25450 4.07238 -1.39893
H 5.57248 0.05592 -0.38323
H 4.13127 -3.09350 -0.29528
H -5.04505 -3.82137 -0.38982
H 5.47248 -5.26628 1.42544
H -2.69511 -1.87532 -0.01678
H 2.58932 -4.71390 0.84292
H 1.52940 4.04855 -2.04418
H -3.51154 4.41367 -1.50110
H 2.47961 -3.09773 1.58231
H 1.65065 1.49536 1.00343
H -4.79431 2.23846 0.25146
H 1.40133 0.01914 -0.23809
H -0.10953 0.84069 0.53341
H -3.44470 -4.00773 -1.08651
H 0.20313 0.49001 -2.26436
H -3.58628 4.99331 0.90888
H -4.12541 2.87194 -2.07334
H -3.64950 -4.08933 0.68044
```

## Properties
Kohn-Sham gap: 8.69 eV
Highest occupied orbital energy: -13.05 eV
Total charge: +1
LUMO: -4.361 eV



Entry 4:
C9H11O2 | wB97M-V/def2-TZVPD

The geometry in XYZ format:
```
22
Properties=species:S:1:pos:R:3
O 0.22630 -2.58497 -0.42379
O -0.34318 -0.66636 1.73124
C -0.95461 2.35432 -0.24033
C -1.20280 1.28377 0.57337
C -1.07892 -0.39205 2.90897
C 0.12332 2.60411 -1.12557
C 1.20893 -3.15082 -1.12008
C -0.38329 0.11327 0.69952
C 0.97594 1.70645 -1.70668
C 0.91661 0.30132 -1.50726
C 0.33433 -0.21942 -0.43382
H 1.39543 -0.35008 -2.22818
H 1.20869 -2.90260 -2.19856
H 0.21271 3.63462 -1.44581
H -2.12686 -0.67924 2.78190
H -2.08276 1.32656 1.20721
H -0.63634 -1.01670 3.68529
H -1.00921 0.65992 3.19836
H 0.98157 -4.23600 -1.07697
H -1.66018 3.17303 -0.15856
H 1.68364 2.06603 -2.44136
H 2.21067 -3.02517 -0.67891
```

## Properties
Kohn-Sham gap (spin up / spin down): 7.09 / 7.09 eV
ΔE to the lowest compared entry with this formula, charge and spin: 339.8 kJ/mol
Highest occupied orbital energy (spin up / spin down): -13.17 / -13.17 eV
Total charge: +1
LUMO (spin up / spin down): -6.075 / -6.076 eV



no.,maximum force (eV/Å)
1,8.081
2,3.746
3,3.252
4,4.008